1.
Here is a single C24H26N4O3S2 molecule from OMol25. Energies are from ωB97M-V/def2-TZVPD.

Results
Total energy in eV: -59083.431
Structure (SMILES): COc1ccc(-c2cnc(SCC(=O)Nc3nc(C(C)(C)C)cs3)n2Cc2ccco2)cc1
ΔE to the lowest compared entry with this formula, charge and spin in eV: 1.374
Net charge: 0
Gap between HOMO and LUMO in eV: 8.04
Spin multiplicity: 1

Positions of all 59 atoms, in Å:
C -1.288 -4.469 6.753
O -2.045 -3.384 6.277
C -1.639 -2.755 5.140
C -0.511 -3.090 4.399
C -0.192 -2.370 3.262
C -0.981 -1.306 2.834
C -0.614 -0.595 1.619
C -0.168 -1.100 0.423
N 0.077 -0.099 -0.461
C -0.204 1.005 0.185
S -0.044 2.596 -0.498
C 0.378 2.060 -2.180
C -0.665 1.078 -2.654
O -1.852 1.222 -2.492
N -0.209 -0.016 -3.359
C 1.062 -0.458 -3.583
N 2.150 0.216 -3.483
C 3.256 -0.520 -3.796
C 4.597 0.159 -3.710
C 4.567 1.392 -4.620
C 4.817 0.596 -2.256
C 5.726 -0.776 -4.144
C 2.992 -1.800 -4.159
S 1.295 -2.125 -4.104
N -0.630 0.777 1.451
C -0.976 1.806 2.404
C -2.279 2.455 2.061
C -2.555 3.668 1.503
C -3.963 3.731 1.370
C -4.436 2.552 1.852
O -3.427 1.774 2.275
C -2.123 -0.989 3.571
C -2.443 -1.699 4.707
H -0.267 -4.167 7.009
H -1.797 -4.811 7.653
H -1.254 -5.286 6.025
H 0.129 -3.905 4.697
H 0.690 -2.632 2.698
H -0.031 -2.124 0.136
H 0.353 2.957 -2.798
H 1.372 1.618 -2.187
H -0.945 -0.678 -3.579
H 5.503 1.939 -4.541
H 4.423 1.095 -5.656
H 3.749 2.047 -4.332
H 4.827 -0.268 -1.596
H 4.018 1.262 -1.940
H 5.766 1.118 -2.162
H 5.775 -1.650 -3.499
H 6.677 -0.253 -4.082
H 5.582 -1.105 -5.170
H 3.665 -2.576 -4.457
H -0.195 2.573 2.386
H -1.019 1.346 3.395
H -1.843 4.414 1.218
H -4.536 4.540 0.967
H -5.429 2.158 1.947
H -2.783 -0.204 3.237
H -3.326 -1.460 5.280


2.
Here is a molecular structure, C24H26N5O4S2SiV from OMol25. Energies are from ωB97M-V/def2-TZVPD.

Results
<S²>: 3.796
Total energy in eV: -96192.328
ΔE to the lowest compared entry with this formula, charge and spin in eV: 0.125
Net charge: -1
Gap between HOMO and LUMO (spin up / spin down) in eV: 5.83 / 6.79
Spin multiplicity: 4

Positions of all 63 atoms, in Å:
V 0.558 0.669 0.321
O -2.543 2.928 -0.740
C -1.739 2.086 -0.312
O -0.536 1.943 -0.712
C -2.102 1.168 0.821
C -3.310 1.059 1.501
C -3.392 0.182 2.580
C -2.260 -0.520 2.980
C -1.083 -0.349 2.261
N -1.031 0.457 1.192
C 0.260 -0.944 2.537
O 0.459 -1.772 3.426
O 1.158 -0.494 1.734
H -4.151 1.653 1.178
H -4.322 0.056 3.116
H -2.267 -1.179 3.835
C 1.727 4.149 -0.860
N 0.702 4.648 0.013
C -0.489 5.261 -0.551
C -1.436 5.378 0.653
N -0.744 4.612 1.671
C 0.412 4.078 1.199
S 1.348 3.033 2.072
H 1.388 3.256 -1.398
H 2.599 3.875 -0.266
H 1.994 4.927 -1.574
H -0.933 4.603 -1.309
H -0.245 6.230 -0.996
H -2.417 4.953 0.422
H -1.545 6.417 0.988
H -1.238 4.161 2.421
C -4.219 -2.947 -0.983
C -3.858 -2.086 -2.008
C -2.573 -1.575 -2.062
C -1.612 -1.903 -1.109
C -2.006 -2.747 -0.074
C -3.285 -3.271 -0.013
Si 0.138 -1.128 -1.216
C 1.379 -2.606 -1.087
C 2.256 -2.892 -2.132
C 3.254 -3.845 -2.014
C 3.399 -4.560 -0.835
C 2.524 -4.311 0.210
C 1.542 -3.342 0.085
H -5.218 -3.364 -0.940
H -4.583 -1.814 -2.765
H -2.302 -0.906 -2.866
H -1.297 -3.007 0.699
H -3.554 -3.939 0.797
H 0.245 -0.864 -2.704
H 2.155 -2.345 -3.060
H 3.930 -4.032 -2.842
H 4.181 -5.302 -0.728
H 2.622 -4.857 1.139
H 0.908 -3.139 0.936
N 4.697 -0.708 -1.222
C 3.707 -0.343 -0.349
N 3.595 -1.018 0.796
S 2.771 0.996 -0.720
H 4.923 -1.691 -1.288
H 4.678 -0.203 -2.095
H 4.031 -1.926 0.873
H 2.749 -0.853 1.375


3.
Here is a molecular structure, C24H26N6O3RuS2 from OMol25. Energies are from ωB97M-V/def2-TZVPD.

Results
<S²>: 0.756
Total energy in eV: -64643.071
ΔE to the lowest compared entry with this formula, charge and spin in eV: 0.043
Net charge: +1
Gap between HOMO and LUMO (spin up / spin down) in eV: 7.50 / 7.21
Spin multiplicity: 2

Positions of all 62 atoms, in Å:
Ru 0.211 -0.071 1.013
N 1.730 2.738 3.916
C 1.112 2.070 2.933
S 0.762 0.375 3.205
N 0.785 2.741 1.857
N 0.175 1.971 0.913
C -0.255 2.541 -0.170
C -0.223 3.997 -0.428
C -1.423 4.657 -0.689
C -1.430 6.020 -0.943
C -0.237 6.727 -0.952
C 0.960 6.073 -0.695
C 0.969 4.715 -0.424
C -0.798 1.602 -1.164
C -1.250 1.971 -2.424
C -1.729 0.993 -3.278
C -1.764 -0.329 -2.857
C -1.286 -0.634 -1.598
N -0.795 0.306 -0.786
H 1.943 2.283 4.784
H 1.809 3.739 3.851
H -2.357 4.107 -0.673
H -2.366 6.527 -1.130
H -0.240 7.790 -1.157
H 1.891 6.625 -0.699
H 1.900 4.212 -0.202
H -1.220 3.009 -2.720
H -2.077 1.262 -4.267
H -2.142 -1.116 -3.493
H -1.275 -1.645 -1.209
C 2.451 -1.284 -1.584
C 2.737 -1.198 -0.095
C 4.212 -1.275 0.219
O 2.223 0.086 0.425
C 1.933 -2.302 0.636
O 2.456 -3.367 0.862
O 0.676 -2.034 0.893
H 3.006 -0.513 -2.124
H 1.388 -1.173 -1.794
H 2.774 -2.255 -1.957
H 4.760 -0.506 -0.330
H 4.589 -2.252 -0.075
H 4.385 -1.152 1.286
H 2.575 0.827 -0.085
N -1.302 -2.110 3.858
C -1.557 -2.251 2.560
S -1.983 -0.829 1.652
N -1.452 -3.461 2.033
C -1.739 -3.929 0.716
C -0.867 -4.876 0.199
C -1.087 -5.400 -1.063
C -2.179 -4.981 -1.810
C -3.055 -4.047 -1.276
C -2.847 -3.517 -0.011
H -1.271 -1.175 4.231
H -0.981 -2.871 4.437
H -1.000 -4.159 2.609
H 0.007 -5.176 0.765
H -0.397 -6.130 -1.464
H -2.355 -5.391 -2.795
H -3.928 -3.740 -1.839
H -3.552 -2.816 0.408


4.
Here is a single C24H26N8O2 molecule from OMol25. Energies are from ωB97M-V/def2-TZVPD.

Results
Total energy in eV: -41325.549
Structure (SMILES): COc1cccc(N2CCN(c3ccc4nnc(CCC(=O)Nc5ccccn5)n4n3)CC2)c1
ΔE to the lowest compared entry with this formula, charge and spin in eV: 0.000
Net charge: 0
Gap between HOMO and LUMO in eV: 8.14
Spin multiplicity: 1

Positions of all 60 atoms, in Å:
C 4.723 2.977 -0.523
O 3.916 1.929 -1.000
C 4.084 0.685 -0.466
C 5.004 0.356 0.520
C 5.053 -0.956 0.964
C 4.207 -1.921 0.465
C 3.257 -1.602 -0.516
N 2.434 -2.596 -1.044
C 1.430 -2.241 -2.023
C 0.212 -1.589 -1.369
N -0.332 -2.439 -0.316
C -1.563 -2.079 0.140
C -2.226 -2.781 1.206
C -3.480 -2.432 1.591
C -4.111 -1.373 0.908
N -5.284 -0.779 0.999
N -5.334 0.168 0.071
C -4.206 0.182 -0.606
C -3.838 1.062 -1.745
C -3.592 2.511 -1.320
C -2.326 2.877 -0.561
O -2.137 4.035 -0.257
N -1.450 1.871 -0.268
C -0.269 1.980 0.460
C 0.309 3.195 0.832
C 1.479 3.163 1.567
C 2.037 1.940 1.909
C 1.395 0.796 1.476
N 0.276 0.805 0.771
N -3.390 -0.781 -0.113
N -2.149 -1.083 -0.495
C 0.651 -2.991 0.602
C 1.853 -3.574 -0.151
C 3.228 -0.288 -0.975
H 4.572 3.145 0.548
H 4.410 3.863 -1.073
H 5.784 2.787 -0.716
H 5.677 1.088 0.937
H 5.775 -1.228 1.720
H 4.303 -2.932 0.828
H 1.854 -1.578 -2.776
H 1.127 -3.166 -2.525
H -0.574 -1.442 -2.110
H 0.479 -0.616 -0.940
H -1.727 -3.598 1.697
H -4.005 -2.934 2.387
H -2.965 0.641 -2.249
H -4.675 1.064 -2.447
H -4.428 2.841 -0.696
H -3.595 3.151 -2.206
H -1.668 0.907 -0.508
H -0.157 4.124 0.555
H 1.948 4.088 1.871
H 2.944 1.872 2.489
H 1.798 -0.182 1.705
H 0.198 -3.784 1.197
H 1.008 -2.203 1.280
H 2.583 -3.926 0.575
H 1.532 -4.429 -0.754
H 2.540 0.046 -1.732


5.
Here is a molecular structure, C24H27CeClIO2PSb from OMol25. Energies are from ωB97M-V/def2-TZVPD.

Results
Total energy in eV: -78767.581
Net charge: +3
Gap between HOMO and LUMO (spin up / spin down) in eV: 3.89 / 3.75
Spin multiplicity: 1

Positions of all 58 atoms, in Å:
C -0.740 -2.079 -2.685
C 0.638 -1.406 -2.691
H -0.571 -3.151 -2.903
H -1.426 -1.762 -3.504
H -1.283 -2.060 -1.716
O 1.664 -2.008 -2.877
I 0.592 3.158 -1.171
Ce -1.162 0.656 -1.495
P 0.032 0.724 -4.172
C 1.688 1.251 -4.679
C -0.375 -0.333 -5.576
H -1.960 2.165 -4.329
H -0.821 2.346 -5.728
H -0.457 3.124 -4.134
C -0.903 2.250 -4.631
H -1.401 -0.686 -5.474
H -0.274 0.254 -6.497
H 1.640 1.523 -5.743
H 2.394 0.429 -4.524
H 0.297 -1.188 -5.601
H 2.008 2.109 -4.080
C 1.495 0.509 -1.632
O 2.637 0.314 -1.751
Cl -3.586 0.785 -2.289
C -0.745 3.924 4.346
C 0.397 3.852 3.534
C 0.661 2.686 2.801
C -0.203 1.595 2.898
C -1.300 1.631 3.761
C -1.588 2.812 4.466
Sb 0.053 -0.005 1.476
C 1.872 -0.926 2.161
C 2.417 -1.931 1.358
C 3.787 -2.227 1.459
C 4.580 -1.570 2.411
C 3.996 -0.645 3.292
C 2.632 -0.339 3.182
C -1.673 -1.247 1.885
C -1.481 -2.568 2.308
C -2.585 -3.433 2.358
C -3.856 -2.964 1.987
C -4.036 -1.636 1.586
C -2.945 -0.763 1.554
H -0.970 4.844 4.885
H 1.080 4.695 3.447
H 1.523 2.655 2.135
H -1.949 0.757 3.864
H -2.473 2.853 5.103
H 1.806 -2.460 0.628
H 4.224 -2.962 0.786
H 5.647 -1.776 2.465
H 4.596 -0.149 4.051
H 2.174 0.378 3.870
H -0.486 -2.915 2.591
H -2.441 -4.473 2.673
H -4.710 -3.642 2.013
H -5.025 -1.261 1.293
H -3.103 0.286 1.255


6.
Here is 8 unconnected molecules or ions with the total composition C24H27Cl21F2N2O5 from OMol25. Energies are from ωB97M-V/def2-TZVPD.

Results
Total energy in eV: -306948.175
Structure (SMILES): CCCCCCC1=CC(=O)C(CCC(N)=O)=C(N(C(=O)F)C(=O)F)C1=O.ClC(Cl)Cl.ClC(Cl)Cl.ClC(Cl)Cl.ClC(Cl)Cl.ClC(Cl)Cl.ClC(Cl)Cl.ClC(Cl)Cl
Net charge: 0
Gap between HOMO and LUMO in eV: 8.67
Spin multiplicity: 1

Positions of all 81 atoms, in Å:
C -0.008 0.987 3.613
C 0.749 0.177 4.679
C 0.678 -1.344 4.457
C 1.157 -1.674 3.050
C 1.338 -3.162 2.726
C 2.484 -3.567 1.780
C 2.866 -2.796 0.527
C 4.044 -3.054 -0.055
C 4.279 -2.780 -1.486
O 5.029 -3.538 -2.071
C 3.267 -2.045 -2.310
C 3.526 -1.555 -3.714
C 4.775 -1.987 -4.495
C 5.993 -1.170 -4.108
N 6.920 -1.742 -3.281
O 6.100 -0.026 -4.503
C 2.062 -1.905 -1.744
N 0.879 -1.568 -2.512
C -0.184 -0.993 -1.713
O -0.605 0.087 -1.838
F -0.705 -1.879 -0.872
C 0.367 -2.746 -3.129
O 0.863 -3.805 -3.223
F -0.816 -2.443 -3.666
C 2.015 -1.855 -0.252
O 1.558 -0.836 0.219
H 0.651 1.168 2.765
H -0.820 0.375 3.214
H -0.404 1.927 3.984
H 0.398 0.443 5.675
H 1.805 0.453 4.635
H 1.321 -1.777 5.225
H -0.359 -1.655 4.602
H 0.453 -1.269 2.333
H 2.102 -1.154 2.880
H 0.393 -3.590 2.390
H 1.551 -3.689 3.660
H 2.161 -4.520 1.347
H 3.388 -3.793 2.340
H 4.789 -3.678 0.420
H 2.616 -1.544 -4.302
H 3.721 -0.486 -3.540
H 4.604 -1.725 -5.538
H 4.943 -3.057 -4.440
H 7.123 -2.717 -3.439
H 7.738 -1.158 -3.175
Cl -1.991 3.185 1.526
C -2.280 3.408 -0.197
Cl -4.018 3.389 -0.529
Cl -1.556 4.908 -0.773
H -1.826 2.584 -0.727
Cl 9.800 -5.088 -1.477
C 9.329 -5.406 -3.146
Cl 7.575 -5.510 -3.294
Cl 9.971 -4.167 -4.226
H 9.749 -6.358 -3.439
Cl -4.542 3.451 4.278
C -5.857 3.555 3.114
Cl -7.229 2.569 3.615
Cl -6.355 5.236 2.882
H -5.500 3.182 2.162
Cl -10.445 5.075 3.912
C -10.067 5.927 2.416
Cl -11.021 5.298 1.072
Cl -10.305 7.664 2.600
H -9.024 5.753 2.189
Cl -6.551 5.605 -0.280
C -6.860 5.852 -1.998
Cl -8.597 5.771 -2.309
Cl -6.190 7.387 -2.542
H -6.382 5.058 -2.557
Cl -8.462 6.726 -6.977
C -9.300 5.590 -5.921
Cl -11.023 5.537 -6.291
Cl -8.583 3.981 -6.034
H -9.186 5.934 -4.903
Cl 3.746 -4.734 4.977
C 4.066 -3.526 6.219
Cl 4.667 -2.032 5.497
Cl 2.612 -3.229 7.165
H 4.828 -3.915 6.880


Copy entry 3 word for word.
Here is a molecular structure, C24H26N6O3RuS2 from OMol25. Energies are from ωB97M-V/def2-TZVPD.

Results
<S²>: 0.756
Total energy in eV: -64643.071
ΔE to the lowest compared entry with this formula, charge and spin in eV: 0.043
Net charge: +1
Gap between HOMO and LUMO (spin up / spin down) in eV: 7.50 / 7.21
Spin multiplicity: 2

Positions of all 62 atoms, in Å:
Ru 0.211 -0.071 1.013
N 1.730 2.738 3.916
C 1.112 2.070 2.933
S 0.762 0.375 3.205
N 0.785 2.741 1.857
N 0.175 1.971 0.913
C -0.255 2.541 -0.170
C -0.223 3.997 -0.428
C -1.423 4.657 -0.689
C -1.430 6.020 -0.943
C -0.237 6.727 -0.952
C 0.960 6.073 -0.695
C 0.969 4.715 -0.424
C -0.798 1.602 -1.164
C -1.250 1.971 -2.424
C -1.729 0.993 -3.278
C -1.764 -0.329 -2.857
C -1.286 -0.634 -1.598
N -0.795 0.306 -0.786
H 1.943 2.283 4.784
H 1.809 3.739 3.851
H -2.357 4.107 -0.673
H -2.366 6.527 -1.130
H -0.240 7.790 -1.157
H 1.891 6.625 -0.699
H 1.900 4.212 -0.202
H -1.220 3.009 -2.720
H -2.077 1.262 -4.267
H -2.142 -1.116 -3.493
H -1.275 -1.645 -1.209
C 2.451 -1.284 -1.584
C 2.737 -1.198 -0.095
C 4.212 -1.275 0.219
O 2.223 0.086 0.425
C 1.933 -2.302 0.636
O 2.456 -3.367 0.862
O 0.676 -2.034 0.893
H 3.006 -0.513 -2.124
H 1.388 -1.173 -1.794
H 2.774 -2.255 -1.957
H 4.760 -0.506 -0.330
H 4.589 -2.252 -0.075
H 4.385 -1.152 1.286
H 2.575 0.827 -0.085
N -1.302 -2.110 3.858
C -1.557 -2.251 2.560
S -1.983 -0.829 1.652
N -1.452 -3.461 2.033
C -1.739 -3.929 0.716
C -0.867 -4.876 0.199
C -1.087 -5.400 -1.063
C -2.179 -4.981 -1.810
C -3.055 -4.047 -1.276
C -2.847 -3.517 -0.011
H -1.271 -1.175 4.231
H -0.981 -2.871 4.437
H -1.000 -4.159 2.609
H 0.007 -5.176 0.765
H -0.397 -6.130 -1.464
H -2.355 -5.391 -2.795
H -3.928 -3.740 -1.839
H -3.552 -2.816 0.408